The following is a quantum chemistry calculation of a 8-piece molecular cluster, C17H44N8O15 overall in a non-equilibrium geometry, from OMol25.

* 2S+1: 1
* highest occupied orbital energy: -0.3430 Ha
* F_max: 1.11 eV/Å
* SMILES: C[N+](=O)[O-].C[N+](=O)[O-].C[N+](=O)[O-].C[N+](=O)[O-].C[N+](=O)[O-].C[N+](=O)[O-].C[N+](=O)[O-].CCCCCCCCOCCN
* net charge: 0
* orbital gap: 9.03 eV
* energy above the lowest of the compared OMol25 structures with the same formula, charge and spin: 8.2 kcal/mol

Last column: Mulliken charge in e.
Atoms and positions in Å:
H  1.1862  -1.0001  -1.9995  0.390
O  2.5292  1.7914  -6.4597  -0.509
O  2.7307  1.9581  -11.2474  -0.527
N  -4.8215  1.0514  4.6499  0.919
N  3.1708  2.4176  -7.2783  0.893
C  -0.7934  0.5173  6.6110  -0.671
C  -5.6647  -0.0102  4.0398  -0.825
O  0.5784  1.7077  8.0558  -0.530
H  2.7186  4.3661  -6.6802  0.304
C  -5.0663  4.6539  4.3202  -0.224
O  4.6397  -1.7029  -3.6236  -0.527
N  2.3183  0.9561  -10.6992  0.887
C  4.3259  -1.8011  1.9974  -1.489
H  -4.6910  -4.9196  4.0468  0.313
H  -6.4760  0.4809  3.5102  0.346
H  5.5128  -0.4547  -5.7165  0.289
H  -0.3516  -0.2205  5.9488  0.257
H  -0.8495  1.4869  6.1305  0.321
N  -5.5717  5.2069  3.0334  0.896
H  3.5280  0.1936  2.3685  0.582
H  -6.0457  -0.6293  4.8417  0.342
H  1.5548  -3.2821  -1.1169  0.368
H  2.2875  -2.6309  0.3088  0.442
H  5.2676  -1.4659  2.4133  0.381
N  4.1142  -1.6399  -4.7195  0.933
H  -2.0976  0.2831  1.4455  0.167
H  2.4130  -0.9471  1.6595  -0.620
H  1.6904  3.7042  -7.9875  0.304
H  -4.5100  3.7510  4.1115  -0.150
H  -1.1258  2.6235  2.0743  0.252
H  4.1151  0.9343  0.3104  0.381
H  3.9006  -0.5282  -6.4892  0.334
O  -5.3467  1.8035  5.4443  -0.530
H  0.8935  -2.5624  2.0435  0.407
C  3.7221  -0.0753  0.2088  -0.946
H  -6.2408  -5.3946  3.2837  0.291
C  -0.0589  -2.5624  1.5115  -0.900
H  -0.5008  -2.8029  -0.5467  0.410
H  4.1017  -0.1156  -10.5374  0.275
H  1.6889  0.5351  -0.1965  -0.115
C  3.0970  -0.2957  -10.9075  -0.716
H  -0.4156  -3.5875  1.5287  0.348
H  4.4794  -2.3911  1.1031  0.338
O  -1.0399  -1.8040  2.1936  -0.387
C  2.7017  3.7923  -7.6018  -0.789
N  -1.2316  1.8139  2.6743  -0.584
C  3.4363  -0.5926  1.6280  0.570
C  -0.6052  -0.5459  2.6763  0.393
H  -0.1660  -1.1530  -0.1545  0.346
H  0.4794  -0.4878  2.7268  -0.051
H  2.7910  0.7064  -1.5190  0.408
C  0.1535  -2.1690  0.0419  -0.406
N  -6.1297  -3.3989  3.8851  0.858
H  4.1317  0.4281  -5.0030  0.274
H  -0.4643  0.8358  1.0093  0.223
O  1.3302  0.8942  -9.9936  -0.513
N  0.0866  0.6247  7.8080  0.885
O  -5.3057  4.5980  2.0136  -0.532
H  -0.9868  -0.3523  3.6761  -0.160
O  4.1619  2.0076  -7.8550  -0.520
C  -1.1338  0.6094  1.8308  -0.228
H  -2.1689  1.8570  3.0575  0.148
C  1.5872  -2.3999  -0.4844  -0.726
O  -3.6498  1.1044  4.3142  -0.559
H  -5.0447  -0.5839  3.3619  0.246
H  3.8026  -2.4358  2.7086  0.350
C  4.4386  -0.4516  -5.5556  -0.763
O  -6.2217  6.2311  3.0902  -0.544
O  0.2520  -0.3892  8.4586  -0.538
C  2.0539  -1.2581  -1.3910  -0.606
C  -5.4756  -4.6283  3.3592  -0.732
C  2.5032  0.0323  -0.7132  -0.111
H  -5.9260  4.4476  4.9487  0.279
H  2.7958  -1.5957  -2.1021  0.059
H  3.3688  4.2151  -8.3428  0.315
O  -5.7136  -2.9339  4.9299  -0.504
H  -4.4296  5.4083  4.7724  0.288
H  -1.7711  0.1935  6.9544  0.290
H  4.4946  -0.6463  -0.2982  0.396
O  3.3482  -2.4658  -5.1752  -0.545
O  -7.0371  -2.9290  3.2275  -0.506
H  2.6130  -1.0947  -10.3591  0.311
H  -5.0728  -4.3874  2.3802  0.291
H  3.1069  -0.4990  -11.9739  0.285

Cartesian forces (eV/Å) of the 3 atoms listed first:
-0.122 0.023 -0.237
0.076 0.138 -0.115
-0.075 -0.090 0.098

***

The following is a quantum chemistry calculation of C17H45As3BCaF4NO7P2S as an isolated structure, from OMol25.

* 2S+1: 1
* highest occupied orbital energy: -0.3178 Ha
* F_max: 0.20 eV/Å
* net charge: 0
* orbital gap: 9.09 eV
* energy above the lowest of the compared OMol25 structures with the same formula, charge and spin: 0.0 kcal/mol

Last column: Mulliken charge in e.
Atoms and positions in Å:
H  3.9090  -2.3416  2.9720  0.057
H  -6.1157  -0.1118  -1.9216  0.521
P  -0.8007  0.3747  -4.1974  0.108
H  4.9457  -2.5932  4.3837  0.440
P  -0.4378  2.5577  -1.8702  0.984
H  0.9189  1.4085  0.7353  -0.295
H  3.6398  -0.3496  -2.2834  0.323
H  -3.8847  3.1978  -0.2323  0.359
As  -0.3819  -0.7196  1.9998  1.227
C  0.0929  2.9807  -4.5692  -2.084
O  -0.7790  1.3860  -0.9888  -0.072
F  -0.6051  -3.1768  -1.3104  -0.497
C  2.1944  -3.0378  0.2076  -1.155
As  2.0824  -1.2207  -0.5021  1.073
H  4.0928  1.7047  2.5120  0.545
C  1.4208  -0.4721  2.7657  -1.758
H  -4.0752  2.8674  1.4970  0.413
H  6.5121  0.6697  2.3190  0.328
C  6.1833  -0.3206  2.6341  -1.074
H  0.0287  4.0393  -4.3046  0.473
C  -0.7867  2.1396  -3.6479  1.194
H  3.2058  -3.2572  0.5519  0.418
H  1.4192  3.6243  -1.8769  0.352
H  -1.1239  1.6894  2.3568  0.315
B  -1.6844  -3.6250  -0.4564  0.424
H  -1.0278  0.8334  3.9178  0.498
H  -0.4020  -3.0620  2.9604  0.295
C  -5.2639  -0.7272  -1.6257  -0.822
C  3.4636  0.9652  3.0204  -2.225
C  3.1317  -0.2786  0.8730  -1.418
F  -1.1634  -4.0751  0.7333  -0.381
C  3.4997  -1.3329  -1.8362  -1.504
H  3.2726  -2.0873  4.6132  0.265
H  3.2018  -2.0328  -2.6155  0.427
H  -0.2137  2.8438  -5.6074  0.512
F  -2.4183  -2.3792  -0.2116  -0.265
C  2.4105  0.4417  2.0194  2.897
H  -5.6380  1.4395  0.0475  0.486
H  1.1307  2.6682  -4.4750  0.374
O  -1.6374  -0.3888  -3.2046  -0.677
H  -2.6978  2.2084  0.5993  -0.095
H  3.7382  0.4533  0.3312  0.673
C  -1.3277  0.7535  2.8724  -1.496
H  4.4342  -1.6678  -1.3851  0.435
C  4.1452  -1.9784  3.9712  -0.789
O  1.1717  2.6935  -1.8233  -0.657
H  -6.2506  -2.4629  -0.8481  0.373
O  0.7336  -0.0711  -3.9071  -0.415
H  5.8517  -0.8801  1.7614  0.254
S  -3.9405  0.4342  -1.2615  1.137
H  1.9114  -3.7376  -0.5769  0.443
H  -6.0943  -1.1689  0.3342  0.320
C  -3.7605  2.4444  0.5429  -0.982
H  7.0359  -0.8335  3.0787  0.407
O  -1.1230  0.3870  -5.6391  -0.869
C  1.6831  1.6731  1.4697  -1.662
H  1.4867  -3.1680  1.0266  0.124
H  1.2569  -0.0870  3.7770  0.677
H  -4.5172  0.4586  1.0248  0.400
H  2.3885  2.3419  0.9720  0.572
H  1.8325  -1.4762  2.8766  0.151
F  -2.4900  -4.5134  -1.0974  -0.342
H  -0.7481  -1.8650  4.2409  0.441
N  -2.2097  2.5959  -3.8457  -0.233
H  2.9336  1.5190  3.8003  0.570
H  -2.2724  3.5675  -3.5254  0.448
C  -4.5870  1.2043  0.2302  -0.731
H  -4.9038  -1.2626  -2.5055  0.380
As  4.7981  -0.1241  4.0156  0.256
C  -5.5869  -1.6800  -0.4832  -1.048
H  1.2069  2.2316  2.2792  0.404
H  -2.4656  2.4989  -4.8294  0.447
O  -1.0949  3.8760  -1.6752  -0.996
H  -2.8967  2.0426  -3.2511  0.207
H  -1.9994  -2.3380  3.0601  0.411
C  -0.9372  -2.1468  3.2045  -1.391
H  -2.3995  0.5580  2.8239  0.456
H  3.8172  -1.0273  1.2705  -0.184
H  1.2202  -0.1794  -4.7325  0.277
Ca  -0.8967  -0.8511  -1.1360  1.431
O  -4.0737  1.4994  -2.3211  -1.041
H  -4.6893  -2.1634  -0.1025  0.161

Cartesian forces (eV/Å) of the 3 atoms listed first:
0.003 0.002 -0.001
0.012 0.019 -0.001
0.018 -0.016 0.021

***

The following is a quantum chemistry calculation of a 6-piece molecular cluster, C17H45F3N4O8S overall in a non-equilibrium geometry, from OMol25.

* 2S+1: 1
* highest occupied orbital energy: -0.4623 Ha
* F_max: 3.04 eV/Å
* net charge: +2
* orbital gap: 6.84 eV
* energy above the lowest of the compared OMol25 structures with the same formula, charge and spin: 41.2 kcal/mol

Last column: Mulliken charge in e.
Atoms and positions in Å:
H  -7.6887  18.6442  -4.9653  0.308
H  -13.2257  20.3032  -5.7125  0.570
H  -10.0473  19.9639  -11.6145  0.408
C  -9.5631  20.2009  -8.3125  -1.189
C  -15.7687  20.2995  -5.4266  -0.834
O  -15.1685  20.6981  -0.3883  -0.677
N  -9.4756  17.7559  -4.4372  0.385
H  -15.6768  21.3274  -8.2973  0.347
H  -9.8056  17.2687  -5.2711  0.359
N  -9.2959  22.2710  -4.1010  0.327
H  -16.6679  19.7257  -5.2188  0.430
O  -14.2605  19.1445  -1.9970  -0.683
C  -10.1807  23.2399  -3.3563  0.569
H  -11.7066  23.1585  -4.9143  0.276
N  -9.8200  19.4400  -9.5954  0.236
O  -9.1811  17.9416  -12.1134  -0.500
H  -11.1299  18.9164  -2.6689  -0.365
H  -16.7002  18.8729  -7.4650  0.490
C  -8.5969  18.5347  -9.8101  -0.312
C  -7.9475  17.6848  -4.5328  -0.826
H  -11.8277  19.2690  -9.0146  0.103
O  -14.5717  20.1204  -9.5915  -0.478
H  -8.2458  21.3372  -2.4726  0.305
H  -9.4896  19.6030  -7.4082  0.359
F  -12.2330  19.7134  0.1251  -0.246
C  -8.0397  21.8053  -3.4276  -0.754
H  -9.0259  21.0993  -10.6303  0.389
H  -7.6341  16.7868  -5.0505  0.377
H  -10.3737  20.9152  -8.1721  0.428
C  -8.8484  17.4432  -10.8430  -0.772
H  -15.9056  21.3042  -5.8156  0.357
C  -11.3049  17.8506  -2.6443  -0.040
C  -13.7580  20.2714  -6.6606  -1.302
O  -10.7378  20.2142  -4.9816  -0.841
H  -14.0512  21.2582  -6.9991  0.517
H  -11.4060  18.2786  -10.4038  0.427
O  -14.3437  21.5422  -2.4967  -0.715
C  -15.7248  20.3286  -8.7534  -0.673
F  -11.5807  20.8680  -1.5880  -0.174
H  -7.8537  19.2212  -10.2136  0.356
O  -9.7400  23.8743  -2.4807  -0.417
H  -11.4308  17.3239  -1.7033  0.476
C  -11.0596  18.6228  -9.4319  -0.900
H  -12.0321  24.2148  -3.5008  0.363
H  -8.3582  18.1171  -8.8361  0.340
S  -14.2327  20.5121  -1.4709  1.240
H  -10.8772  17.7760  -8.7764  0.407
H  -11.2752  19.9048  -4.2500  -0.254
C  -12.5317  20.7638  -0.6353  0.449
H  -10.7857  21.1138  -10.4748  0.341
H  -9.8313  18.7510  -4.5243  0.127
C  -9.9198  20.4842  -10.6702  -0.862
H  -12.0877  17.4889  -3.3183  0.213
C  -14.6756  18.1752  -5.7386  -0.741
H  -7.6123  17.5941  -3.5017  0.332
N  -15.0219  19.4546  -6.4268  0.099
H  -12.1784  22.5021  -3.2949  0.041
C  -15.6938  19.2064  -7.7435  -0.583
O  -9.6889  16.0964  -2.8592  -0.445
F  -12.5603  21.8304  0.1268  -0.215
H  -14.3006  18.3192  -4.7295  0.195
H  -16.6518  20.4449  -9.3209  0.456
H  -7.2869  22.5804  -3.4906  0.361
H  -13.1450  19.7385  -7.3792  0.210
C  -11.6143  23.2676  -3.8369  -0.697
H  -15.1597  20.3934  -4.5275  0.354
H  -9.6658  16.7988  -10.5068  0.346
H  -14.4931  20.9349  -10.1080  0.296
H  -7.7093  20.9911  -4.0773  0.255
H  -14.0335  17.4981  -6.3083  0.305
H  -9.0635  22.6391  -5.0312  0.472
C  -10.0954  17.1379  -3.2234  0.323
H  -9.9102  21.4647  -4.5030  -0.064
H  -8.4032  18.3269  -12.5360  0.366
H  -8.0327  16.7171  -10.9230  0.433
H  -8.6686  20.7934  -8.4957  0.506
H  -15.6105  17.6122  -5.8083  0.486
H  -15.3475  18.2690  -8.1796  0.446

Cartesian forces (eV/Å) of the 3 atoms listed first:
0.571 -0.245 -0.225
0.031 0.254 -0.026
0.142 0.172 -0.056

***

The following is a quantum chemistry calculation of C17H45FIO17P4S as an isolated structure in a non-equilibrium geometry, from OMol25.

* 2S+1: 1
* highest occupied orbital energy: -0.4429 Ha
* F_max: 2.77 eV/Å
* net charge: +1
* orbital gap: 8.08 eV

Last column: Mulliken charge in e.
Atoms and positions in Å:
H  5.2562  4.0847  -3.2200  0.273
P  1.0847  6.5542  -4.9002  0.939
O  0.9795  5.9941  -6.2389  -0.689
H  -2.6162  -2.2178  3.0757  0.206
O  1.0616  5.5074  -3.7128  -0.235
C  5.6429  3.6885  -4.1591  -0.661
H  2.5302  -0.5564  -3.5677  0.289
H  -3.9404  -8.3272  8.9339  0.346
H  2.0291  3.8719  -2.9354  0.180
C  -4.7034  -7.5553  8.8434  -0.729
H  2.5766  0.6661  1.1714  0.452
H  -3.4829  -5.6549  3.4668  0.192
H  2.0313  0.4659  -0.4382  0.091
H  1.8617  8.0887  -2.7894  0.316
O  2.4214  7.3930  -4.6829  -0.288
H  -0.4610  8.2648  -6.3640  0.343
H  3.3528  8.7567  -3.4775  0.277
O  5.5232  2.2593  -4.1987  -0.394
O  3.6557  2.0293  -2.4368  -0.387
H  0.5265  -6.0595  1.1778  0.351
H  -2.5185  -1.7792  0.1228  0.410
C  -2.0934  -3.1612  3.2386  -0.476
H  -6.5927  -6.3861  6.2119  0.328
P  4.1579  1.6126  -3.7461  0.748
I  2.1344  2.5196  3.4399  0.249
C  0.6812  -5.4814  2.0875  -0.604
H  -1.3662  9.0036  -5.0309  0.237
O  -0.9990  -4.3512  -0.2600  -0.692
H  1.3369  3.6242  -4.5479  0.345
C  3.4053  1.4275  -6.2430  -0.771
H  1.3626  4.1578  1.5379  0.722
C  -0.4013  8.6079  -5.3322  -0.737
H  6.6979  3.9301  -4.2394  0.306
C  -2.7863  2.0432  0.7704  0.409
C  1.1376  3.1113  1.6299  -0.738
C  -3.2818  -6.5018  4.1157  -0.786
H  -0.7218  1.6816  2.5036  0.239
H  -1.8978  3.8698  0.2007  0.527
C  -1.4964  -1.4045  0.0551  -0.228
H  -2.6491  -3.7497  3.9624  0.157
H  -1.0078  2.4897  -0.3743  0.299
O  4.4954  0.0801  -3.9073  -0.385
H  0.3525  9.3908  -5.2452  0.286
H  -7.4875  -7.8374  5.7256  0.266
H  -1.0982  -2.9625  3.6377  0.319
H  2.8244  4.5754  -4.3500  0.225
H  -2.2056  -6.6329  4.2209  0.326
H  3.7082  -0.9493  -2.2871  0.249
O  -0.0843  7.5183  -4.4503  -0.320
O  -3.0064  -8.4291  6.4120  -0.688
H  3.3402  7.0971  -2.8517  0.181
C  -1.5604  2.8808  0.4675  -0.255
H  0.8530  0.3955  0.8451  0.261
S  -0.6201  2.9287  2.0051  0.081
O  -2.0375  -3.9009  2.0148  -0.315
C  1.8624  4.3246  -3.9082  -0.507
O  -5.4646  -8.1137  5.8491  -0.307
F  -3.2092  1.3125  -0.2106  -0.208
C  1.7574  0.8904  0.5126  -0.977
H  2.9700  0.4357  -6.3524  0.250
H  5.1092  4.1327  -5.0001  0.281
H  4.4744  1.3821  -6.4459  0.356
O  -3.2846  2.0389  1.8666  -0.457
O  3.1407  1.9265  -4.9194  -0.037
C  2.7539  7.8560  -3.3713  -0.588
H  0.0059  -5.8307  2.8689  0.164
C  3.5584  -0.8600  -3.3619  -0.669
C  1.6165  2.3930  0.3854  -0.036
H  3.7455  -1.8198  -3.8333  0.278
H  2.6039  2.7808  0.1788  0.341
P  -0.8158  -3.6845  1.0180  0.657
H  -5.6890  -8.0158  8.7690  0.282
H  -1.1415  -1.4972  -0.9699  0.353
O  -0.6229  -2.1074  0.9430  0.151
H  -4.6711  -6.9162  9.7204  0.236
H  -6.5411  -6.9439  4.5218  0.236
H  1.7071  -5.6039  2.4192  0.248
O  -4.4582  -6.7285  7.6954  -0.309
O  -3.8615  -6.2225  5.3973  -0.221
C  -6.5799  -7.2622  5.5633  -0.627
H  -3.7172  -7.3967  3.6700  0.429
P  -4.0984  -7.4700  6.3470  1.009
H  -1.4837  -0.3572  0.3473  -0.378
H  2.9357  2.1053  -6.9507  0.295
O  0.4686  -4.0789  1.8432  -0.302
H  1.0245  2.6586  -0.4799  0.006

Cartesian forces (eV/Å) of the 3 atoms listed first:
-0.026 -0.056 0.008
-0.027 0.115 0.011
0.191 -0.009 -0.276